[1]
A structure of composition C25H41Cl3O2P2Pm. Source: the OMol25 dataset; level of theory: ωB97M-V with the def2-TZVPD basis set.

XYZ file:
```
74
Properties=species:S:1:pos:R:3:forces:R:3:lowdin_spin:R:1
Pm -0.1234 0.0191 1.8655 0.159 -2.146 2.227 4.064
C -0.9209 -2.1567 3.2412 0.688 0.535 0.164 -0.007
C 0.3833 -2.4379 2.7275 -0.110 0.729 0.440 -0.009
C 0.5976 -0.8756 4.4191 -0.321 -0.605 -0.838 -0.009
C -0.7787 -1.1947 4.2908 0.493 -0.348 -0.630 -0.006
C 1.3218 -1.6357 3.4503 -0.814 0.099 -0.009 -0.006
C -2.2017 -2.7735 2.7984 -0.479 -0.335 -0.054 0.001
H -2.1676 -3.0326 1.7315 -0.139 0.040 0.172 0.000
H -3.0437 -2.0872 2.9685 0.146 -0.245 -0.149 0.000
H -2.4293 -3.7075 3.3426 0.099 0.322 -0.161 0.000
C -1.8582 -0.6733 5.1705 -0.287 0.245 0.290 0.000
H -2.8038 -1.1870 4.9849 0.056 0.091 0.046 0.000
H -2.0214 0.4008 5.0174 -0.054 -0.126 0.094 0.000
H -1.6106 -0.8150 6.2317 -0.029 0.007 -0.234 0.000
C 1.1795 -0.0069 5.4678 0.203 0.378 0.466 -0.001
H 1.1398 -0.4980 6.4530 -0.017 0.105 -0.241 0.000
H 0.6491 0.9506 5.5640 0.118 -0.196 -0.005 0.000
H 2.2303 0.2101 5.2606 -0.122 0.072 0.063 0.000
C 2.8032 -1.6366 3.2891 0.411 -0.097 0.014 0.001
H 3.2750 -2.3586 3.9757 -0.073 0.212 -0.210 0.000
H 3.2232 -0.6458 3.5149 -0.001 -0.292 -0.151 0.000
H 3.0887 -1.9258 2.2679 0.071 0.115 0.242 0.000
C 0.7152 -3.3758 1.6187 0.107 -0.344 -0.250 0.000
H 0.9923 -4.3742 1.9875 -0.068 0.194 -0.084 0.000
H 1.5722 -3.0110 1.0356 -0.136 -0.116 -0.007 0.000
H -0.1393 -3.5139 0.9434 0.177 -0.038 0.059 0.000
C -1.6491 1.2591 -4.1579 -0.878 -0.746 -0.286 0.000
C -1.7871 -0.0791 -4.1892 -0.829 1.027 -0.736 0.000
C -1.0485 -0.9868 -5.1317 0.203 -0.470 -0.011 0.000
C 0.4309 -0.6138 -5.3790 -0.395 -0.202 -0.610 0.000
C 1.1730 -0.1265 -4.1792 0.728 0.698 0.041 0.000
C 1.3819 1.1682 -3.8567 0.525 -1.179 -0.795 0.000
C 0.6722 2.3343 -4.4593 -0.046 0.505 -0.326 0.000
C -0.7454 2.0757 -5.0159 0.258 0.517 -0.497 0.000
H -1.5474 -1.0128 -6.1211 -0.005 0.032 0.505 0.000
H 0.4866 0.1287 -6.1920 0.123 -0.445 0.363 0.000
H -1.1126 -2.0201 -4.7465 0.078 0.299 -0.144 0.000
H -0.6739 1.6400 -6.0267 -0.126 0.283 0.440 0.000
H -2.4023 1.8692 -3.6516 0.337 -0.351 0.120 0.000
H -2.6445 -0.5470 -3.6821 0.413 0.391 -0.047 0.000
H -1.2256 3.0654 -5.1231 0.266 -0.406 -0.160 0.000
H 0.6128 3.1233 -3.6906 0.027 -0.179 -0.195 0.000
H 2.1907 1.4491 -3.1701 -0.579 -0.319 0.122 0.000
H 1.2645 2.7688 -5.2840 -0.043 -0.058 0.328 0.000
H 0.9334 -1.5299 -5.7406 -0.110 0.482 0.054 0.000
H 1.6259 -0.9430 -3.6096 0.164 0.436 -0.112 0.000
P -1.5149 -0.1022 -0.5599 0.553 -0.026 -0.198 -0.005
C -2.9047 0.9438 -1.0480 -0.273 0.266 -0.356 -0.001
C -1.4649 -1.6942 -1.4683 0.036 0.067 -0.467 0.000
P 1.6293 0.5507 -0.2818 -0.241 0.049 -0.218 -0.005
C 0.0097 0.7971 -1.2426 -0.117 -0.405 0.132 0.001
C 2.6745 -0.5936 -1.2145 0.146 -0.120 -0.225 -0.001
C 2.5254 2.1307 -0.3431 -0.067 0.366 -0.042 -0.001
H -2.9706 1.7900 -0.3476 0.048 -0.322 -0.110 0.000
H -3.8394 0.3769 -0.9909 0.130 0.078 0.028 0.000
H -2.7700 1.3404 -2.0585 -0.196 -0.227 0.446 0.000
H -1.2302 -1.5618 -2.5381 -0.120 -0.129 0.622 0.000
H -2.4444 -2.1714 -1.3647 0.127 -0.033 -0.038 0.000
H -0.7114 -2.3653 -1.0273 -0.235 0.302 0.015 0.000
H 2.4813 2.5832 -1.3424 0.115 -0.054 0.273 0.000
H 3.5722 1.9333 -0.0681 -0.314 0.081 -0.090 0.000
H 2.1040 2.8283 0.3981 0.132 -0.225 -0.261 0.000
H -0.1940 1.8733 -1.3616 0.022 -0.291 0.136 0.000
H 0.0907 0.3709 -2.2520 0.168 0.408 0.431 0.000
H 3.6583 -0.6146 -0.7281 -0.231 -0.011 -0.056 0.000
H 2.7919 -0.2711 -2.2505 0.178 -0.164 0.240 0.000
H 2.2559 -1.6048 -1.1777 0.073 0.142 -0.075 0.000
Cl 0.4588 3.9680 5.0174 -0.308 0.134 -0.479 0.000
C -0.4472 3.8478 3.4856 0.000 -0.856 -0.050 0.000
Cl -2.1183 4.3513 3.6742 0.261 0.012 0.058 0.000
Cl 0.3423 4.7861 2.1822 -0.150 -0.143 0.341 0.000
C -0.3708 2.3356 3.0416 0.282 -0.370 -0.392 0.001
O -1.4219 1.6423 2.7921 0.980 1.708 0.634 -0.007
O 0.8003 1.8492 2.8631 -1.186 1.195 0.394 -0.007
```
Forces are in eV/Å.

The LUMO energy (spin up / spin down) comes out at -0.10264 / -0.09791 Ha. As for the HOMO-LUMO gap (spin up / spin down): 0.275 / 0.281 Eh. As for the total charge: +1. The multiplicity is 5. As for the HOMO energy (spin up / spin down): -10.29 / -10.31 eV.

=====

[2]
A cluster of 4 separate species, C25H41F9O13S in total. Source: the OMol25 dataset; level of theory: ωB97M-V with the def2-TZVPD basis set.

XYZ file:
```
89
Properties=species:S:1:pos:R:3:forces:R:3:mulliken_charge:R:1
C 5.1378 -0.0674 0.4611 -0.311 -0.670 0.072 -0.719
C 3.5040 -0.2898 0.6278 1.280 -0.204 1.728 -0.064
O 2.7865 -0.3452 -0.6602 0.739 3.262 -0.456 -0.278
C 2.7666 0.9588 -1.3418 2.975 0.469 -4.739 0.469
O 3.3778 1.1044 -2.5495 -4.301 -1.140 7.984 -0.603
C 2.0134 2.2247 -0.5807 0.265 -0.921 0.680 -0.446
C 0.8743 2.9675 -1.4980 0.558 0.540 -0.196 -0.592
C 0.0941 1.9920 -2.5611 -0.384 0.940 -0.273 -0.611
C -0.5992 0.6580 -1.8914 1.265 -0.546 -0.316 -0.288
O -1.9873 0.8447 -1.4407 0.166 -1.484 -0.824 -0.202
C -2.9128 -0.1114 -2.0852 -0.853 0.059 -1.385 -0.879
C -4.4058 -0.1803 -1.3817 0.580 0.722 -0.971 0.193
C -5.0086 1.3432 -1.3675 -0.724 -0.247 -0.502 -0.485
C -5.4938 1.8902 0.0989 0.232 1.799 -0.537 -0.403
C -4.5312 1.4669 1.3563 -0.837 -1.538 -1.018 -0.447
S -4.7107 2.6490 2.8464 -3.147 -2.057 5.528 1.062
O -4.3318 1.8006 4.1062 -0.205 3.011 -4.762 -0.621
O -6.1739 3.1339 3.0030 5.473 -0.829 -1.784 -0.575
O -3.6140 3.9555 2.7383 -0.341 -2.592 0.108 -0.475
O -5.2500 -1.0203 -2.2955 0.291 -0.681 3.082 -0.404
C -5.9077 -2.0147 -1.3852 -0.489 -0.318 -0.034 -0.508
H 5.4114 0.8069 -0.2821 -0.659 -1.820 1.509 0.296
H 5.6239 -1.0854 0.0988 -0.993 2.281 0.590 0.180
H 5.5847 0.1590 1.5218 -0.893 -0.362 -2.050 0.259
H 3.3317 -1.3216 1.1998 0.239 2.228 -1.618 0.079
H 3.1084 0.5432 1.3586 0.484 -1.421 -1.677 0.218
H 1.5439 1.8173 0.4377 0.967 0.755 -2.364 0.294
H 2.8675 2.9721 -0.2570 -1.724 -1.464 -0.839 0.350
H 0.1303 3.5238 -0.7616 1.467 -1.325 -1.544 0.245
H 1.4373 3.8204 -2.1047 -1.308 -1.874 1.166 0.308
H -0.7489 2.6652 -3.0718 1.657 -1.575 1.174 0.321
H 0.8458 1.7291 -3.4504 -1.602 0.241 2.213 0.321
H 0.0291 0.2941 -0.9443 -1.269 0.791 -2.082 0.107
H -0.5426 -0.1937 -2.7032 -0.191 1.612 1.647 0.290
H -3.1010 0.3170 -3.1835 0.202 -1.092 2.164 0.264
H -2.4800 -1.1911 -2.2125 -0.608 1.998 0.540 0.347
H -4.4181 -0.7346 -0.3513 0.418 1.441 -1.763 0.476
H -4.2548 2.0647 -1.9318 -1.447 -1.469 1.595 0.288
H -5.9850 1.3233 -2.0540 2.144 -0.030 1.510 0.073
H -5.4565 3.0821 0.0389 -0.197 -2.547 0.091 0.324
H -6.6369 1.6264 0.2459 2.591 0.318 0.118 0.244
H -4.9534 0.4260 1.7605 1.021 2.519 -0.304 0.316
H -3.4097 1.2669 1.0694 -2.114 0.887 0.594 0.226
H -2.7264 3.5808 3.0541 -1.690 0.546 -0.437 0.373
H -6.4772 -1.4307 -0.5227 1.137 -1.296 -1.723 0.210
H -6.6942 -2.6698 -1.9717 1.726 1.552 0.959 0.252
H -5.0988 -2.7417 -0.9191 -1.614 1.504 -0.884 0.245
C 10.6751 -2.0539 -0.7046 -0.217 0.295 -0.147 -1.082
C 10.8638 -2.2077 0.7938 0.039 -0.696 -0.511 -0.166
O 10.8049 -0.9314 1.4492 -1.430 1.173 0.698 -0.332
C 9.5536 -0.4085 1.6355 -0.649 -2.844 -1.423 0.366
O 8.5172 -0.9657 1.2810 2.191 1.727 1.082 -0.477
C 9.6278 0.9257 2.3776 0.051 2.423 1.081 0.857
F 10.5665 1.7664 1.8550 -0.726 -1.046 0.160 -0.245
F 9.9529 0.7638 3.6921 -0.255 -0.358 -1.121 -0.261
F 8.4521 1.6141 2.3585 0.974 -1.128 -0.242 -0.225
H 11.4035 -1.3459 -1.1128 0.025 -0.195 0.090 0.307
H 10.7917 -3.0162 -1.2104 0.025 0.100 0.111 0.363
H 9.6826 -1.6589 -0.9421 0.098 -0.173 0.086 0.295
H 11.8571 -2.6227 0.9948 -0.143 0.387 0.184 0.316
H 10.1319 -2.8991 1.2274 -0.012 0.323 -0.045 0.280
C 4.9475 -4.2811 5.4794 -0.382 0.047 -0.070 -1.109
C 5.9268 -4.5400 4.3487 0.288 0.389 0.721 -0.090
O 5.2767 -5.1995 3.2514 -1.076 0.602 -1.576 -0.341
C 4.5122 -4.4048 2.4402 1.204 2.059 2.108 0.385
O 4.3664 -3.1955 2.6041 0.039 -2.824 -0.806 -0.504
C 3.9129 -5.2175 1.2928 -1.254 -1.354 -1.991 0.849
F 3.3422 -6.3823 1.7156 0.610 1.112 0.064 -0.238
F 4.8517 -5.5685 0.3681 -0.427 0.532 1.039 -0.255
F 2.9414 -4.5464 0.6128 1.113 -0.252 1.046 -0.232
H 4.4608 -5.2122 5.7868 0.203 0.065 0.015 0.306
H 5.4584 -3.8447 6.3419 -0.007 -0.084 -0.126 0.368
H 4.1526 -3.5964 5.1682 0.216 -0.009 0.031 0.310
H 6.7181 -5.2112 4.6992 -0.253 -0.093 -0.361 0.321
H 6.4130 -3.6170 4.0119 -0.273 -0.143 -0.107 0.216
C -10.5233 4.4307 -2.3473 0.161 0.031 -0.357 -1.100
C -10.6492 3.0891 -1.6481 0.064 0.723 0.488 -0.081
O -10.7745 2.0252 -2.6042 1.266 -1.111 -1.077 -0.328
C -9.6160 1.6261 -3.2146 1.015 2.280 2.028 0.404
O -8.5142 2.1199 -2.9855 -2.382 -1.518 -0.857 -0.516
C -9.8795 0.4649 -4.1730 -0.312 -1.899 -1.872 0.842
F -10.9504 0.6888 -4.9881 0.857 0.204 0.902 -0.246
F -10.1434 -0.6973 -3.5102 0.270 1.169 -0.096 -0.257
F -8.8265 0.2024 -4.9969 -0.838 0.670 1.133 -0.234
H -11.3629 4.5873 -3.0320 0.005 -0.015 0.213 0.304
H -10.5005 5.2461 -1.6193 -0.037 -0.143 -0.046 0.374
H -9.6107 4.4815 -2.9490 -0.067 -0.020 0.205 0.303
H -11.5604 3.0794 -1.0406 0.091 -0.311 -0.312 0.310
H -9.8080 2.9028 -0.9703 -0.046 -0.069 -0.309 0.215
```
Forces are in eV/Å.

As for the SMILES: CCOC(=O)CCCCOC[C@@H](CCCS(=O)(=O)O)OC.CCOC(=O)C(F)(F)F.CCOC(=O)C(F)(F)F.CCOC(=O)C(F)(F)F. The LUMO energy comes out at 0.00290 Ha. As for the HOMO-LUMO gap: 0.366 Eh. The multiplicity is 1. As for the HOMO energy: -9.88 eV.

=====

[3]
A structure of composition C25H42Cl2NdO2P2. Source: the OMol25 dataset; level of theory: ωB97M-V with the def2-TZVPD basis set.

XYZ file:
```
74
Properties=species:S:1:pos:R:3:forces:R:3:lowdin_spin:R:1
Nd 0.1198 -0.1843 -0.0218 4.114 -2.525 -3.815 3.013
C -0.2361 0.7820 2.1273 -2.107 -1.534 0.152 0.000
C -1.4601 1.0434 1.3620 -0.024 -2.156 1.804 0.000
C -1.1655 -1.3199 1.4824 -0.845 2.643 3.030 -0.003
C -0.0366 -0.6750 2.2014 -3.933 0.865 1.089 -0.007
C -2.0430 -0.2486 0.9787 1.174 0.420 2.372 0.001
C 0.6446 1.8072 2.7451 -0.057 0.043 0.259 0.002
H 0.5586 2.7681 2.2370 0.064 0.027 0.069 0.000
H 1.6939 1.5015 2.7547 -0.044 0.085 0.049 0.000
H 0.3132 1.9358 3.7807 0.281 0.201 -0.013 0.000
C 1.1047 -1.3931 2.8047 0.286 -0.285 0.142 -0.001
H 1.9275 -0.7166 3.0391 -0.002 -0.045 0.098 0.000
H 1.4857 -2.1871 2.1524 -0.083 0.088 0.220 0.000
H 0.7460 -1.8458 3.7328 0.286 -0.058 0.045 0.000
C -1.3145 -2.7737 1.2666 -0.029 -0.414 0.032 0.000
H -1.8198 -3.1800 2.1468 -0.040 -0.244 -0.156 0.000
H -0.3450 -3.2679 1.1566 -0.200 0.007 0.082 0.000
H -1.9169 -3.0017 0.3831 -0.014 -0.042 0.087 0.000
C -3.3109 -0.4495 0.2305 -0.190 -0.031 0.145 0.003
H -4.1022 -0.6049 0.9709 -0.171 -0.055 -0.287 0.000
H -3.2743 -1.3251 -0.4231 -0.079 0.047 0.037 0.000
H -3.5670 0.4277 -0.3645 -0.075 -0.041 -0.014 0.000
C -2.0719 2.3810 1.1238 -0.029 -0.075 0.084 0.002
H -2.7983 2.5590 1.9245 0.011 0.223 -0.192 0.000
H -2.5976 2.4296 0.1679 -0.041 0.046 0.051 0.000
H -1.3261 3.1759 1.1548 -0.067 0.050 0.011 0.000
C 3.5769 4.1244 -4.7957 0.056 0.017 0.618 0.000
C 2.9984 5.0622 -4.0351 0.371 -0.311 0.061 0.000
C 1.9602 6.0848 -4.3892 -0.369 0.132 -0.123 0.000
C 1.1353 5.8325 -5.6747 0.127 0.586 0.014 0.000
C 0.3772 4.5380 -5.6456 -0.342 -0.519 0.147 0.000
C 0.8009 3.3083 -5.9635 -0.392 0.247 0.118 0.000
C 2.1389 2.8502 -6.4634 0.387 -0.059 -0.006 0.000
C 3.3366 3.8054 -6.2419 0.068 -0.260 -0.542 0.000
H 2.4274 7.0814 -4.4576 -0.070 -0.267 0.029 0.000
H 1.7838 5.9104 -6.5543 -0.254 -0.012 0.233 0.000
H 1.2594 6.1519 -3.5392 0.155 0.014 -0.194 0.000
H 3.2098 4.7088 -6.8483 0.103 -0.268 0.192 0.000
H 4.3196 3.4785 -4.3018 -0.291 0.306 -0.167 0.000
H 3.3359 5.1258 -2.9921 -0.033 -0.029 -0.334 0.000
H 4.2342 3.2959 -6.6411 -0.386 0.259 0.166 0.000
H 2.3663 1.8919 -5.9652 -0.017 0.188 -0.141 0.000
H 0.0666 2.4974 -5.8740 0.144 0.251 -0.044 0.000
H 2.0718 2.6089 -7.5377 -0.029 0.063 0.272 0.000
H 0.4080 6.6619 -5.7602 0.322 -0.371 0.002 0.000
H -0.6622 4.6249 -5.2915 0.428 -0.086 -0.173 0.000
P 1.6972 1.5407 -1.0138 -0.713 0.368 -0.601 -0.005
C 3.3595 1.1939 -0.6944 2.077 0.102 -0.164 -0.002
C 1.3629 3.2323 -0.8848 0.363 2.157 -0.387 0.002
P -0.5393 0.2672 -2.4343 0.364 0.700 0.230 -0.002
C 1.1831 0.9408 -2.7054 -0.162 -0.024 0.194 0.000
C -1.6964 1.4898 -2.8263 -1.182 1.267 -1.375 0.001
C -0.8049 -1.1805 -3.3392 -0.329 -1.181 -1.681 0.000
H 3.5579 0.1159 -0.5936 -0.120 0.359 -0.196 0.000
H 3.6413 1.6915 0.2442 0.009 -0.108 -0.264 0.000
H 3.9257 1.6150 -1.5255 0.656 -0.172 0.172 -0.001
H 1.8578 3.7015 -1.7340 -0.103 0.730 0.026 0.000
H 1.8045 3.5987 0.0529 -0.117 -0.009 -0.256 0.000
H 0.2938 3.4873 -0.8805 0.315 -0.244 -0.082 0.000
H -0.6244 -0.9206 -4.3827 -0.103 -0.639 -0.333 0.000
H -1.8508 -1.4907 -3.2051 0.247 0.084 -0.109 0.000
H -0.1484 -2.0042 -3.0241 -0.060 0.368 -0.150 0.000
H 1.8366 0.1026 -2.9837 -0.137 0.149 0.040 0.000
H 1.2134 1.7340 -3.4649 0.017 -0.065 0.112 0.000
H -2.6956 1.0320 -2.8089 0.211 0.184 -0.057 0.000
H -1.4562 1.8144 -3.8374 -0.521 0.526 -0.218 0.000
H -1.7024 2.3498 -2.1425 0.174 -0.312 -0.194 0.000
Cl 2.2149 -4.6063 0.7670 0.203 0.074 -0.157 0.000
C 2.6145 -3.9434 -0.8335 -0.167 0.695 0.158 0.000
Cl 2.0621 -5.0427 -2.1002 0.083 0.052 -0.049 0.000
C 1.9718 -2.5273 -1.0719 0.750 -0.745 -0.930 0.000
O 2.2432 -1.9769 -2.1449 -0.263 -0.060 0.852 0.000
O 1.2323 -2.0637 -0.1488 0.704 -1.137 -0.059 -0.005
H 3.7027 -3.8212 -0.8990 -0.358 -0.243 -0.027 0.000
```
Forces are in eV/Å.

The LUMO energy (spin up / spin down) comes out at -0.10274 / -0.09795 Ha. The relative energy (zero: lowest compared OMol25 entry of this formula, charge and spin) is 42.9 kcal per mole. As for the HOMO-LUMO gap (spin up / spin down): 0.292 / 0.300 Eh. As for the total charge: +1. The multiplicity is 4. As for the HOMO energy (spin up / spin down): -10.75 / -10.83 eV.

=====

| no. | total energy (eV) |
| --- | --- |
| 1 | -103379.77004 |
| 2 | -88490.96291 |
| 3 | -89592.64628 |